DFT (wB97M-V/def2-TZVPD) results for a cluster of 3 separate species, C3H7N3O in total at a distorted geometry.

CARTESIAN COORDINATES (ANGSTROEM)
H -0.71933 -1.32635 -0.56853
H 0.47640 -1.03052 2.48289
H 0.04315 2.04628 -1.65766
N 0.04571 -1.53047 1.69564
C 0.23079 -0.85871 -0.35589
N 0.38434 0.03877 -2.18021
H -1.64979 -0.81118 2.38954
H 0.26595 1.84313 1.58191
O -1.34916 -1.62928 1.96595
H 0.32637 1.64063 -3.44352
C 0.23209 1.25649 -2.41287
C 0.24660 0.30124 0.35745
N 0.31994 1.47201 0.63978
H 1.14696 -1.41204 -0.49449

Summary:
**E_HOMO (spin up / spin down)**: -7.3 / -7.0 eV
**LUMO level (spin up / spin down)**: 0.40 / 0.45 eV
**ΔE to the lowest compared entry with this formula, charge and spin**: 202.0 kcal/mol
**Gap between HOMO and LUMO (spin up / spin down)**: 7.7 / 7.5 eV

Löwdin atomic charge list, values in e, 8 entries: 0.106, 0.047, 0.040, -0.086, -0.068, 0.005, 0.072, 0.093